# 1
Molecular formula: C4H9O2
Method: DFT, wB97M-V/def2-TZVPD

Geometry as ORCA input:
```
! RIJCOSX wB97M-V def2-TZVPD def2/J DEFGRID3
* xyz -1 1
C 2.6130 0.4043 1.2496
C 1.2566 0.0944 0.6893
H 3.2962 -0.3626 1.4780
H 3.2824 1.1697 0.7099
H 2.4176 0.9515 2.2963
H 1.2538 -1.0401 0.6733
H 0.2858 0.4330 1.1051
H 1.1730 0.3874 -0.4357
C -2.8698 0.1685 -1.2333
C -1.5300 -0.8093 -0.8918
O -1.5001 -1.6300 0.0256
O -0.5495 -0.6764 -1.6120
H -2.8734 0.2374 -2.3432
H -2.6889 1.1344 -0.8081
H -3.5668 -0.4621 -0.9030
*
```

Maximum force: 5.56 eV Å⁻¹
Kohn-Sham gap: 7.50 eV
Relative energy (zero: lowest compared OMol25 entry of this formula, charge and spin): 164.1 kJ/mol
DFT total energy: -308.2824 hartree

=====

# 2
Molecular formula: C4H9O2
Method: DFT, wB97M-V/def2-TZVPD

Geometry as ORCA input:
```
! RIJCOSX wB97M-V def2-TZVPD def2/J DEFGRID3
* xyz -1 1
C 1.2017 1.1808 -0.1592
O 2.0850 0.0719 -0.4224
C -0.0131 0.7660 0.6973
C -0.9652 -0.1108 -0.1365
C -1.9222 -0.9227 0.7590
O -0.2504 -1.0335 -0.8878
H 0.8551 1.5451 -1.1348
H 1.8559 1.8982 0.3433
H 0.3679 0.1587 1.5245
H -0.4745 1.6838 1.0771
H -1.5779 0.5357 -0.7967
H -2.7395 -0.3689 1.2404
H -1.4007 -1.3344 1.6317
H -2.3681 -1.7089 0.1613
H 1.3925 -0.6214 -0.7181
*
```

Maximum force: 1.54 eV Å⁻¹
Kohn-Sham gap: 7.45 eV
Relative energy (zero: lowest compared OMol25 entry of this formula, charge and spin): 155.8 kJ/mol
DFT total energy: -308.2855 hartree

=====

# 3
Molecular formula: C4H9O2
Method: DFT, wB97M-V/def2-TZVPD

Geometry as ORCA input:
```
! RIJCOSX wB97M-V def2-TZVPD def2/J DEFGRID3
* xyz 0 2
C 0.2337 -0.0633 -1.6365
O 0.5023 1.2371 -1.1062
C -0.7058 -0.7738 -0.5614
C -0.0893 -0.6904 0.8610
C -0.9367 0.3553 1.6464
O 1.1102 -0.1648 0.7384
H 1.1251 -0.5039 -1.7020
H -0.2346 -0.1562 -2.6974
H -1.5394 -0.0182 -0.6531
H -0.9537 -1.8419 -0.7955
H -0.0673 -1.7191 1.2268
H -0.3944 1.2184 1.9494
H -1.0964 -0.0099 2.6594
H -1.8030 0.7144 1.1595
H 1.0528 0.7709 -0.0611
*
```

Maximum force: 4.20 eV Å⁻¹
Kohn-Sham gap (alpha / beta): 11.25 / 7.02 eV
Relative energy (zero: lowest compared OMol25 entry of this formula, charge and spin): 252.1 kJ/mol
DFT total energy: -308.1172 hartree

=====

# 4
Molecular formula: C4H9O2
Method: DFT, wB97M-V/def2-TZVPD

Geometry as ORCA input:
```
! RIJCOSX wB97M-V def2-TZVPD def2/J DEFGRID3
* xyz 1 1
C -2.0686 0.0919 0.0972
C -1.0459 1.2234 -0.0202
C 1.6858 -0.5233 0.2971
C 0.1565 -1.0028 -0.2038
O 1.6931 0.8538 0.0560
O -0.7063 -0.0266 0.5311
H -2.8330 -0.0229 0.8015
H -2.2260 -0.5992 -0.7747
H -0.6008 1.3939 -1.0047
H -1.0961 1.9353 0.8641
H 2.4118 -0.9240 -0.3383
H 1.8976 -0.8310 1.2816
H 0.0083 -1.9228 0.3498
H -0.0507 -0.7440 -1.2055
H 1.5742 1.3524 0.8494
*
```

Maximum force: 5.01 eV Å⁻¹
Kohn-Sham gap: 11.99 eV
Relative energy (zero: lowest compared OMol25 entry of this formula, charge and spin): 262.9 kJ/mol
DFT total energy: -307.8917 hartree